Formula: C19H26NO3
Source: OMol25
Level of theory: wB97M-V/def2-TZVPD

Element x y z (Å)
C  0.5348  -4.6546  4.0510
N  0.8439  -3.3904  3.4422
C  2.1668  -2.9128  3.3911
O  3.1381  -3.4864  3.8728
C  2.0448  -1.6504  2.6436
C  0.7685  -1.4636  2.2519
C  -0.0753  -2.5702  2.7587
O  -1.2817  -2.7645  2.6450
H  -0.5491  -4.7704  4.0853
H  0.9785  -5.4783  3.4744
H  0.9648  -4.6746  5.0593
H  2.9163  -1.0460  2.4423
H  0.3270  -0.6523  1.7062
C  -3.9828  0.1558  -1.9442
C  -2.6296  -0.1521  -1.3076
C  -2.8817  -0.5615  0.1438
C  -2.0089  -1.3394  -2.0454
C  -1.6933  1.0700  -1.4170
C  -0.3581  1.0164  -0.8196
O  -0.0377  0.0723  -0.0465
C  0.5941  2.0784  -1.1491
C  2.0781  1.9261  -0.7510
C  2.8699  3.1709  -1.1434
C  2.6744  0.7197  -1.4800
C  2.2506  1.7325  0.7543
C  0.1458  3.1748  -1.8614
C  -1.1655  3.2498  -2.3298
C  -2.0616  2.2020  -2.1203
H  -3.8792  0.3643  -3.0158
H  -4.6448  -0.7099  -1.8292
H  -4.4585  1.0110  -1.4494
H  -1.9583  -0.8730  0.6372
H  -3.3118  0.2773  0.7003
H  -3.5941  -1.3964  0.1604
H  -1.0446  -1.5996  -1.5996
H  -2.6867  -2.1994  -1.9918
H  -1.8498  -1.0819  -3.0977
H  2.4650  4.0601  -0.6456
H  3.9124  3.0558  -0.8249
H  2.8606  3.3234  -2.2291
H  2.1303  -0.1911  -1.2132
H  2.5944  0.8645  -2.5628
H  3.7323  0.6092  -1.2139
H  1.7510  0.8214  1.0866
H  3.3205  1.6688  0.9915
H  1.8171  2.5798  1.2953
H  0.8283  4.0003  -2.0810
H  -1.4882  4.1301  -2.8822
H  -3.0672  2.2837  -2.5417

Results
Charge: -1
E_LUMO: 1.88 eV
HOMO: -3.14 eV
Orbital gap: 5.02 eV
Calculated total energy: -1020.14142 Eh
ΔE to the lowest compared entry with this formula, charge and spin: 0.0 kJ/mol
Strongest force on any atom: 2.11 eV Å⁻¹
Spin multiplicity: 1

Formula: C25H52BrLi3N3NaO6P
Source: OMol25
Level of theory: wB97M-V/def2-TZVPD

Element x y z (Å)
C  7.2679  -1.3371  1.9510
C  5.8563  -2.0046  2.4939
P  4.7934  -2.3330  0.8994
C  5.8899  -2.8576  -0.5740
C  3.9177  -0.6277  0.5511
C  3.7657  -0.5341  -1.0777
N  3.3524  -0.6210  -2.3239
C  2.5087  -0.6804  1.3847
C  2.7083  0.3069  2.7164
N  2.8697  1.2233  3.6456
C  1.1947  -0.1254  0.5791
C  -0.1301  -0.6390  1.4613
C  -1.4492  0.3151  1.2683
O  -2.5225  -0.2658  0.4469
C  -3.0874  -1.4866  1.0503
H  7.9181  -2.2066  1.4821
H  6.9656  -0.5710  1.0966
H  7.8723  -0.8211  2.8245
H  6.0168  -3.0349  3.0527
H  5.2519  -1.2185  3.1258
H  6.1500  -4.0075  -0.4047
H  5.3246  -2.7874  -1.6174
H  6.9143  -2.2967  -0.6458
H  4.6569  0.2286  0.8785
H  2.2824  -1.7879  1.7448
H  1.1352  1.0649  0.6012
H  1.0392  -0.5711  -0.4931
H  0.1244  -0.7403  2.6219
H  -0.3117  -1.7602  1.0983
H  -1.0983  1.3232  0.7399
H  -1.8438  0.6472  2.3394
H  -2.6566  -2.3955  0.4127
H  -4.2606  -1.5393  1.0349
H  -2.7058  -1.6545  2.1660
Li  0.6394  -1.7343  -1.4070
O  8.6882  0.8143  1.0239
H  9.4231  0.7196  0.3996
H  8.1069  1.4661  0.6040
O  -4.4923  -6.3651  -2.0965
C  -3.9463  -5.1952  -1.7352
C  -2.5750  -5.4681  -0.9547
O  -2.0349  -4.2985  -0.5837
H  -4.5440  -4.5474  -1.0698
H  -3.6905  -4.4904  -2.5461
H  -1.9744  -6.1068  -1.6258
H  -2.8274  -6.1810  -0.1502
Na  -0.5440  0.9981  -1.5504
O  0.8958  -4.3884  -3.1226
H  1.6162  -4.7985  -3.5654
C  6.1220  -7.5587  1.2184
C  5.4273  -6.2549  1.5077
O  5.9725  -5.1763  1.2794
C  4.0395  -6.3219  2.0872
H  7.1151  -7.3563  0.8036
H  6.2387  -8.1305  2.1424
H  5.5471  -8.1315  0.4863
H  4.0635  -6.8386  3.0499
H  3.3719  -6.8396  1.3938
H  3.6624  -5.3057  2.2441
Li  6.9560  2.5849  0.3654
C  -4.5273  2.9210  0.4133
C  -4.3468  3.0267  -1.0961
C  -3.8880  4.3916  -1.6247
N  -4.9592  5.5175  -1.7043
C  -4.2170  6.7470  -2.2895
C  -5.0370  8.0284  -2.2094
C  -5.4717  8.3108  -0.7837
C  -6.2855  7.1460  -0.2521
C  -5.5164  5.8334  -0.3143
C  -6.0772  5.0933  -2.6598
H  -5.5132  3.2579  0.7336
H  -4.4480  1.8724  0.7235
H  -3.7642  3.4882  0.9541
H  -5.2387  2.6632  -1.6092
H  -3.5475  2.3183  -1.3574
H  -3.5132  4.2647  -2.6472
H  -3.0628  4.7759  -1.0126
H  -3.2913  6.8655  -1.7151
H  -3.9562  6.5125  -3.3285
H  -4.4286  8.8642  -2.5752
H  -5.9117  7.9727  -2.8656
H  -6.0653  9.2309  -0.7453
H  -4.5912  8.4707  -0.1487
H  -7.2242  7.0636  -0.8114
H  -6.5648  7.3446  0.7899
H  -6.1958  5.0235  -0.0415
H  -4.6678  5.8583  0.3773
H  -6.5990  4.2329  -2.2338
H  -5.6289  4.8329  -3.6234
H  -6.7808  5.9180  -2.7821
Br  -0.8242  -7.4854  -0.7949
Li  5.1758  -9.6612  2.5051

Results
Charge: +1
E_LUMO: -4.36 eV
HOMO: -5.51 eV
Orbital gap: 1.15 eV
Calculated total energy: -4698.60651 Eh
ΔE to the lowest compared entry with this formula, charge and spin: 1228.2 kJ/mol
Strongest force on any atom: 12.42 eV Å⁻¹
Spin multiplicity: 1

Formula: C3H4CoO3
Source: OMol25
Level of theory: wB97M-V/def2-TZVPD

Element x y z (Å)
O  -0.9718  -1.5379  1.5084
C  0.1235  -1.0935  1.8656
O  0.6863  -0.7268  2.8429
C  -0.6905  0.6399  -1.2230
C  0.6692  0.5393  -0.5319
O  0.8101  -0.7595  0.1328
Co  -1.0537  -1.2227  -0.4647
H  -1.3060  1.4611  -0.8239
H  -0.5910  0.7824  -2.3093
H  0.8132  1.3121  0.2432
H  1.5107  0.6054  -1.2400

Results
Charge: 0
E_LUMO (spin up / spin down): -0.58 / -0.93 eV
HOMO (spin up / spin down): -9.09 / -9.74 eV
Orbital gap (spin up / spin down): 8.51 / 8.82 eV
Calculated total energy: -1725.11100 Eh
ΔE to the lowest compared entry with this formula, charge and spin: 30.5 kJ/mol
Strongest force on any atom: 2.29 eV Å⁻¹
Spin multiplicity: 4

Formula: C46H54O22
Source: OMol25
Level of theory: wB97M-V/def2-TZVPD

Element x y z (Å)
O  -1.3422  -6.2941  -5.0095
C  -1.4822  -5.5294  -4.0643
C  -0.7495  -4.1750  -3.9371
C  -1.0601  -3.2440  -2.9681
C  -1.7876  -3.5864  -1.7147
O  -2.0343  -2.9016  -0.7574
C  -2.3994  -4.9350  -1.8117
C  -2.2079  -5.8237  -2.8125
H  -0.2087  -3.7584  -4.7740
H  -0.6530  -2.2488  -3.0700
H  -3.0038  -5.2348  -0.9683
H  -2.6678  -6.8008  -2.8253
O  3.9255  0.4785  2.2827
C  3.6597  1.1563  3.2879
C  4.6293  1.3003  4.3598
C  4.3934  2.0448  5.4803
C  3.1137  2.6908  5.7923
O  2.8409  3.2873  6.8378
C  2.2112  2.7324  4.6417
C  2.4808  2.0640  3.4560
H  5.6272  0.8960  4.2759
H  5.2436  2.0865  6.1450
H  1.4210  3.4601  4.7527
H  1.8040  2.2452  2.6340
O  1.0991  8.2992  0.4265
C  1.6090  7.3082  -0.1098
C  1.3711  5.9034  0.2790
C  1.9901  4.8049  -0.2628
C  2.8738  4.8600  -1.4424
O  3.3267  3.8075  -1.9288
C  3.0606  6.2789  -1.9145
C  2.3938  7.3650  -1.3491
H  0.7183  5.7699  1.1290
H  1.8403  3.8568  0.2322
H  3.6866  6.4794  -2.7714
H  2.5792  8.3556  -1.7375
O  4.2716  0.8590  -6.0276
C  3.2305  0.8013  -5.3397
C  2.7961  1.5144  -4.1338
C  1.4903  1.5044  -3.6573
C  0.3541  0.6982  -4.1426
O  -0.7754  0.6598  -3.7119
C  0.7702  -0.0252  -5.3326
C  2.0747  -0.0117  -5.8657
H  3.5523  2.0903  -3.6211
H  1.2703  2.2477  -2.9053
H  -0.0079  -0.4229  -5.9673
H  2.1355  -0.4925  -6.8308
O  -3.7123  5.7620  -1.9851
C  -3.7448  4.5407  -2.0552
C  -4.9278  3.7586  -2.3354
C  -4.9104  2.3989  -2.4436
C  -3.7509  1.5759  -2.4211
O  -3.8401  0.3433  -2.3310
C  -2.5699  2.3086  -1.9028
C  -2.5766  3.6783  -1.7455
H  -5.8185  4.3693  -2.3404
H  -5.8940  1.9539  -2.4731
H  -1.6129  1.8342  -1.7431
H  -1.7163  4.2242  -1.3873
O  3.7782  -2.8448  1.3453
C  2.7502  -3.4523  1.1721
C  2.5513  -4.5473  0.2875
C  1.3757  -5.2143  0.2180
C  0.1913  -4.9750  0.9658
O  -0.8302  -5.6496  0.8865
C  0.3590  -3.8345  1.8622
C  1.5599  -3.1811  2.0009
H  3.4520  -4.8740  -0.2108
H  1.2812  -5.8827  -0.6251
H  -0.4531  -3.4591  2.4672
H  1.6377  -2.3122  2.6377
O  -3.5699  -4.2211  3.4621
C  -3.7107  -3.8322  2.0704
C  -4.3591  -2.3806  1.8986
O  -3.3547  -1.4588  2.3903
H  -4.4275  -3.9732  3.8151
H  -2.7511  -3.8279  1.5534
H  -4.3726  -4.5304  1.5579
H  -5.3065  -2.3273  2.4350
H  -4.6187  -2.0537  0.8917
H  -3.2582  -0.7184  1.7868
O  -3.3649  1.1520  1.2896
C  -3.5764  2.1992  2.1527
C  -2.2687  2.9123  2.3562
O  -1.6857  3.5044  1.2274
H  -2.8955  1.5562  0.5561
H  -4.2821  2.9215  1.7422
H  -4.0423  1.7762  3.0427
H  -1.5124  2.3583  2.9123
H  -2.6362  3.6968  3.0177
H  -1.0513  2.8669  0.8916
O  -0.7245  0.8209  5.8771
C  -1.5692  -0.0246  5.1574
C  -0.6636  -1.1794  4.5272
O  0.4203  -0.6563  3.7124
H  0.1661  0.5441  5.6494
H  -2.3724  -0.3481  5.8194
H  -2.0524  0.4281  4.2916
H  -1.2055  -1.7691  3.7878
H  -0.4051  -1.7454  5.4221
H  0.1268  -0.7211  2.8006
O  0.1581  1.5261  0.4123
C  1.0226  0.4889  -0.0733
C  0.1657  -0.7706  -0.2708
O  -0.6328  -1.1236  0.8983
H  -0.1546  1.2335  1.2714
H  1.5370  0.7662  -0.9934
H  1.6610  0.3500  0.7992
H  0.6319  -1.6948  -0.6124
H  -0.6256  -0.5528  -0.9880
H  -1.4108  -1.5577  0.5406
O  2.7720  -1.6554  -1.8768
C  2.6078  -2.2419  -3.1411
C  2.9146  -3.7997  -3.0325
O  4.2574  -3.9967  -2.4667
H  3.4088  -0.9371  -1.8930
H  1.6383  -2.1314  -3.6267
H  3.2827  -1.8242  -3.8882
H  2.9417  -4.2823  -4.0094
H  2.2208  -4.3213  -2.3732
H  4.8844  -3.3872  -2.8629

Results
Charge: 0
E_LUMO: -2.72 eV
HOMO: -9.75 eV
Orbital gap: 7.03 eV
Calculated total energy: -3440.06191 Eh
SMILES string: O=C1C=CC(=O)C=C1.O=C1C=CC(=O)C=C1.O=C1C=CC(=O)C=C1.O=C1C=CC(=O)C=C1.O=C1C=CC(=O)C=C1.O=C1C=CC(=O)C=C1.OCCO.OCCO.OCCO.OCCO.OCCO
Strongest force on any atom: 4.17 eV Å⁻¹
Spin multiplicity: 1

- The lowest calculated total energy belongs to which entry?
  C25H52BrLi3N3NaO6P

- Which value of strongest force on any atom does entry 4 give?
  4.17 eV Å⁻¹

- The highest calculated total energy belongs to which entry?
  C19H26NO3